Density functional theory data (wB97M-V/def2-TZVPD) for 2 unconnected molecules or ions with the total composition CH2FNO2 at a distorted geometry.

Geometry as XYZ:
```
7
Properties=species:S:1:pos:R:3:nbo_charge:R:1
C 0.14 0.85 0.39 0.292
N -1.06 0.84 1.19 0.445
O -2.09 0.70 0.58 -0.368
O -0.94 0.93 2.39 -0.346
F 1.23 1.26 0.99 -0.293
H 0.21 -1.12 0.32 0.058
H 0.05 1.11 -0.66 0.212
```

- Energy above the lowest of the compared OMol25 structures with the same formula, charge and spin: 113.93 kcal/mol
- HOMO (spin up / spin down): -10.830 / -11.035 eV
- Total energy: -344.16690 hartree
- Total charge: 0